(1)
{"formula": "C4H11N3O2", "method": "ωB97M-V/def2-TZVPD", "elements": ["C", "C", "O", "O", "H", "H", "H", "C", "C", "N", "N", "N", "H", "H", "H", "H", "H", "H", "H", "H"], "coordinates": [[-1.94182, 1.74035, 2.76007], [-0.81331, 1.74097, 1.75581], [-1.25944, 2.30478, 0.59468], [0.26964, 1.25472, 1.86839], [-1.64354, 2.16766, 3.71942], [-2.33258, 0.74052, 2.96821], [-2.77688, 2.30487, 2.36000], [0.72900, 0.17734, -2.15614], [0.78981, -1.84313, -0.71714], [0.38262, -2.30782, 0.38388], [0.05546, -0.91647, -1.42697], [1.90642, -2.27758, -1.41220], [-0.54545, 2.37071, -0.06209], [1.00771, -3.03168, 0.71867], [-0.82880, -0.66120, -1.02322], [1.99594, -2.02785, -2.38253], [2.41064, -3.06675, -1.06038], [0.49182, 0.06896, -3.21050], [1.77612, 0.13364, -1.87169], [0.32663, 1.12797, -1.80626]], "forces_ev_per_angstrom": [[-0.3118, 0.1140, 0.2363], [-0.7604, -0.4648, -0.3639], [0.1030, 0.3155, -0.1433], [0.3663, 0.2095, 0.1776], [0.1827, -0.0278, -0.1846], [0.4520, -0.0741, -0.1941], [-0.0161, 0.1886, 0.0378], [-0.8525, -0.7602, 0.8932], [-0.0435, -0.4250, -0.9574], [-0.2768, -0.0078, 0.8518], [0.0274, 0.7040, -0.3888], [0.1618, 0.6032, 0.0539], [0.0210, -0.2447, 0.4279], [-0.0887, -0.1654, 0.0525], [0.1167, -0.1892, 0.3921], [0.0491, -0.3003, 0.1153], [0.0599, -0.0448, -0.0663], [0.5683, 0.2346, -0.2600], [0.1741, 0.2395, -0.5808], [0.0677, 0.0953, -0.0992]], "lowdin_charge": [0.009, -0.562, 0.062, 0.107, 0.089, 0.093, 0.075, -0.082, -0.614, 0.102, -0.025, 0.116, 0.103, 0.028, 0.113, 0.084, 0.088, 0.074, 0.080, 0.058], "homo_ha": -0.3152, "smiles": "[H]/N=C(\\N)NC.CC(=O)O", "charge": 0}

---

(2)
{"formula": "C5H9P", "method": "ωB97M-V/def2-TZVPD", "elements": ["C", "C", "C", "C", "C", "P", "H", "H", "H", "H", "H", "H", "H", "H", "H"], "coordinates": [[3.36148, 0.70255, 0.15752], [2.40600, -0.13453, -0.11620], [-0.07894, -0.57948, 0.10672], [1.02296, 0.18297, -0.16492], [-2.59064, -0.82094, 0.12176], [-3.62320, 0.52037, -0.16489], [4.36066, 0.43139, 0.16011], [3.03689, 1.72261, 0.11837], [2.59226, -1.27218, -0.07271], [-2.40940, -1.17818, 1.08773], [-0.04569, -1.69682, 0.16832], [0.92258, 1.21183, -0.26467], [-2.40721, -1.55884, -0.52839], [-3.09285, 1.26421, -1.10208], [-3.21301, 1.36302, 0.86941]], "forces_ev_per_angstrom": [[-0.8757, 1.4820, -0.9072], [-0.0174, -5.3028, 0.8011], [1.0821, -0.8429, -0.9222], [-3.3395, -1.0629, 0.8313], [2.5127, 2.1096, 1.1778], [-2.4591, -0.4033, 1.9364], [1.7363, -0.3237, 0.3596], [0.4921, 0.7828, 0.3278], [0.0808, 1.7133, -0.3472], [-0.1844, -0.1132, 1.5770], [0.1210, 1.0252, 0.1464], [-0.8185, 2.0639, -0.2813], [0.3083, -2.4117, -2.8175], [1.3854, 1.1810, -2.1899], [-0.0243, 0.1025, 0.3078]], "lowdin_charge": [0.008, -0.249, 0.083, -0.246, -0.369, 0.746, 0.038, 0.061, 0.131, -0.010, 0.040, 0.063, -0.046, -0.156, -0.094], "homo_ha": [-0.3155, -0.2903], "charge": 0}

---

(3)
{"formula": "C40H41BBr2N2O9P", "method": "ωB97M-V/def2-TZVPD", "elements": ["C", "C", "C", "C", "B", "O", "O", "C", "C", "C", "Br", "C", "C", "Br", "C", "N", "C", "C", "O", "O", "P", "N", "O", "H", "H", "H", "H", "H", "H", "H", "H", "H", "H", "H", "H", "H", "H", "H", "H", "H", "H", "H", "H", "H", "H", "H", "H", "H", "C", "C", "C", "C", "C", "C", "C", "O", "C", "C", "C", "C", "C", "C", "C", "O", "H", "H", "H", "H", "H", "H", "H", "H", "C", "C", "C", "C", "C", "C", "C", "O", "C", "C", "C", "C", "C", "C", "C", "O", "H", "H", "H", "H", "H", "H", "H", "H"], "coordinates": [[0.72958, -6.19353, -2.26086], [0.53811, -5.38175, -0.96192], [-0.51569, -4.28481, -0.91342], [-1.97490, -4.66395, -0.63766], [-2.55810, -5.88757, -1.49389], [-2.98002, -5.84713, -2.81486], [-2.64876, -7.02808, -0.77059], [-2.97897, -8.26311, -1.41577], [-2.63432, -3.25315, -0.67457], [-4.10310, -3.08715, -1.06959], [-4.36651, -2.99003, -2.98755], [-4.79414, -1.93939, -0.31014], [-6.30089, -2.18708, -0.13873], [-4.46556, -0.19956, -1.12581], [-1.63859, -2.29530, -1.39389], [-0.52605, -3.14331, -1.94578], [-0.67706, -3.57290, -3.37493], [-1.37211, -2.67405, -4.40677], [-1.87600, -3.22875, -5.33900], [-1.31581, -1.34275, -4.34528], [1.06642, -2.21475, -1.49673], [0.86352, -0.88163, -2.51862], [2.20515, -3.05275, -2.29854], [-0.10805, -6.13855, -2.95054], [1.63874, -5.90853, -2.79346], [0.85396, -7.24622, -2.01389], [0.23250, -6.08254, -0.18447], [1.50699, -5.00629, -0.63145], [-0.24912, -3.71714, -0.01392], [-1.98367, -5.02370, 0.38990], [-2.35978, -6.23341, -3.44117], [-3.97770, -8.23157, -1.84269], [-2.24566, -8.51294, -2.18222], [-2.94712, -9.04366, -0.66023], [-2.61432, -2.93996, 0.37242], [-4.63622, -3.98951, -0.76743], [-4.33989, -1.87813, 0.67532], [-6.87376, -1.30595, -0.41324], [-6.52543, -2.37919, 0.90983], [-6.63444, -3.03365, -0.73478], [-1.23112, -1.61326, -0.65392], [-2.20834, -1.75296, -2.13926], [-1.25496, -4.48656, -3.38887], [0.31842, -3.78925, -3.76239], [-1.09508, -0.98322, -3.47472], [1.69977, -0.30025, -2.48039], [0.80430, -1.17689, -3.49439], [1.98916, -3.94099, -2.61061], [-3.96111, 5.33390, 5.82578], [-4.85377, 4.26811, 5.80794], [-4.59243, 3.15434, 5.02834], [-3.44015, 3.10519, 4.25477], [-2.55103, 4.18520, 4.25924], [-2.81283, 5.29359, 5.05342], [-1.32716, 4.17787, 3.41116], [-0.54540, 5.10419, 3.41560], [-1.08978, 2.98640, 2.54310], [0.01287, 2.97305, 1.70055], [0.26379, 1.87469, 0.89993], [-0.58813, 0.77792, 0.94564], [-1.69487, 0.78555, 1.77638], [-1.95445, 1.89289, 2.57158], [-3.16954, 1.89139, 3.43755], [-3.90710, 0.92798, 3.46459], [-4.16490, 6.19930, 6.44165], [-5.75442, 4.30729, 6.40550], [-5.27790, 2.31881, 5.01271], [-2.11551, 6.11942, 5.05771], [0.67180, 3.82817, 1.66681], [1.12673, 1.87471, 0.24576], [-0.38065, -0.07994, 0.32169], [-2.37069, -0.05847, 1.81455], [4.20298, 7.11145, 2.54164], [3.27631, 6.07427, 2.52758], [3.50189, 4.96127, 1.73708], [4.63970, 4.88061, 0.94695], [5.56085, 5.93028, 0.95036], [5.34194, 7.03967, 1.75661], [6.77461, 5.88856, 0.08711], [7.58075, 6.79193, 0.09246], [6.96265, 4.69690, -0.79167], [8.06004, 4.65546, -1.64131], [8.26173, 3.55605, -2.45752], [7.37084, 2.48895, -2.42377], [6.27305, 2.52737, -1.58199], [6.05888, 3.63232, -0.76755], [4.85589, 3.66677, 0.11133], [4.07146, 2.73609, 0.13644], [4.03338, 7.97898, 3.16495], [2.38092, 6.13283, 3.13291], [2.79454, 4.14522, 1.72486], [6.06570, 7.84253, 1.75874], [8.74852, 5.48861, -1.65690], [9.11547, 3.52755, -3.12104], [7.53495, 1.62795, -3.05802], [5.57418, 1.70358, -1.54984]], "forces_ev_per_angstrom": [[0.0125, -0.1393, 0.2937], [0.0067, -0.4457, -0.6441], [0.1350, 0.1398, 0.9831], [-0.3346, 0.2822, -1.0630], [-0.3422, -0.2181, 0.1449], [0.7270, 0.2774, 0.1905], [0.2750, -0.0246, -0.1681], [-0.0664, -0.2642, 0.2532], [0.3545, 0.1801, 0.5176], [0.0676, -0.1541, 0.2799], [-0.1735, -0.0380, -0.0242], [-0.4381, -0.3132, -0.1927], [0.0881, 0.3274, 0.0656], [0.2679, 0.0847, 0.1635], [-1.1366, -0.6221, 0.3331], [0.6223, 0.3458, 0.1053], [-0.1424, 0.1037, 0.3578], [-0.3189, -0.3334, -0.4491], [0.3388, 0.1294, 0.2142], [-0.0970, 0.1603, 0.0166], [0.2785, 0.5261, 0.0645], [0.1225, -0.6081, -0.3779], [-0.4955, -0.3117, -0.1869], [-0.0062, 0.0162, -0.0254], [-0.0558, 0.0459, -0.1704], [0.0876, -0.0099, -0.0272], [-0.1010, 0.1153, 0.1084], [-0.0337, 0.1224, 0.0192], [0.0827, 0.0512, -0.0170], [-0.0339, -0.0408, 0.0417], [-0.4193, -0.3133, -0.2248], [-0.0030, 0.0980, -0.1085], [-0.0280, 0.0758, -0.0977], [-0.0020, 0.0578, 0.0571], [-0.0470, 0.0481, 0.0170], [0.0504, -0.0598, 0.0019], [0.1074, 0.1081, -0.0172], [-0.0742, -0.0708, -0.1145], [0.0348, -0.1471, -0.0052], [-0.0698, 0.0367, -0.0885], [0.2026, 0.1471, -0.1854], [0.4082, 0.1466, -0.2377], [-0.1083, 0.0739, 0.0080], [-0.0230, -0.0165, -0.1267], [0.1044, 0.0284, 0.0007], [-0.2316, 0.3319, 0.3226], [0.1315, 0.1750, -0.0535], [0.2643, -0.0940, 0.0858], [-0.0214, -0.0260, -0.0016], [0.0256, 0.0216, -0.0002], [-0.0634, 0.0355, 0.0712], [0.0809, 0.0171, -0.0489], [-0.0068, -0.0870, -0.0613], [-0.0526, 0.0626, 0.0612], [0.0386, 0.0779, 0.0277], [0.0154, -0.0074, 0.0059], [-0.0772, -0.0318, 0.0111], [0.1290, 0.0149, -0.1030], [0.0388, -0.0632, -0.0545], [-0.0388, 0.1040, 0.0681], [0.0905, -0.1287, -0.1646], [-0.0133, 0.0685, 0.0629], [-0.0713, -0.0554, 0.0277], [-0.0077, -0.0044, -0.0205], [-0.0051, 0.0084, 0.0052], [-0.0041, 0.0005, 0.0128], [0.0381, -0.0495, -0.0355], [0.0431, -0.0181, -0.0545], [-0.0820, 0.0799, 0.0896], [0.0319, 0.0106, 0.0266], [0.0472, -0.0278, -0.0050], [-0.0648, 0.0397, 0.0492], [-0.0084, -0.0329, -0.0172], [0.0276, 0.0329, 0.0242], [-0.1263, 0.0276, 0.0777], [0.0797, -0.0356, -0.0562], [-0.0044, -0.0627, -0.0471], [-0.0673, 0.0630, 0.0676], [0.0531, 0.0635, 0.0172], [0.0060, 0.0075, -0.0062], [-0.0849, -0.0258, 0.0315], [0.0774, -0.0383, -0.0750], [-0.0203, -0.0256, 0.0050], [0.0058, 0.0203, 0.0043], [0.0572, -0.0510, -0.0806], [0.0008, 0.0686, 0.0498], [-0.0751, -0.0609, 0.0021], [-0.0180, 0.0313, -0.0419], [-0.0032, 0.0103, 0.0043], [-0.0102, -0.0060, -0.0013], [0.0663, -0.0726, -0.0159], [0.0443, -0.0211, -0.0555], [-0.0271, 0.0413, 0.0618], [0.0109, -0.0042, -0.0033], [0.0079, -0.0052, -0.0080], [-0.0505, 0.0235, 0.0529]], "lowdin_charge": [-0.052, -0.159, -0.279, -0.067, -0.653, 0.116, 0.055, -0.029, -0.253, -0.666, 0.887, -0.748, -0.118, 0.731, -0.148, -0.231, -0.026, -0.548, 0.142, 0.118, 0.980, -0.118, -0.240, 0.061, 0.078, 0.093, 0.134, 0.110, 0.129, 0.157, 0.111, 0.102, 0.095, 0.099, 0.142, 0.105, 0.081, 0.061, 0.087, 0.076, 0.082, 0.049, 0.102, 0.132, 0.073, 0.072, 0.054, 0.032, -0.047, -0.048, 0.001, -0.083, -0.081, 0.003, -0.271, 0.109, -0.069, 0.008, -0.042, -0.064, -0.012, -0.076, -0.274, 0.100, 0.111, 0.111, 0.121, 0.122, 0.103, 0.103, 0.054, 0.104, -0.045, -0.043, -0.003, -0.083, -0.081, 0.005, -0.276, 0.117, -0.078, 0.004, -0.051, -0.059, -0.011, -0.085, -0.273, 0.079, 0.111, 0.107, 0.095, 0.123, 0.123, 0.110, 0.106, 0.112], "homo_ha": -0.4111, "charge": 1}

---

Here are the calculated energy relative to the best compared isomer or geometry (same formula, charge and spin) numbers, same order: 20.30; 121.39; 0.00 (kcal per mole).